{"formula": "C39H36ClIrN3Si2", "method": "wB97M-V/def2-TZVPD", "symbols": ["C", "C", "C", "H", "C", "C", "H", "H", "H", "H", "Ir", "Si", "C", "C", "H", "C", "H", "C", "H", "C", "H", "C", "H", "C", "C", "H", "C", "H", "C", "H", "C", "H", "C", "H", "H", "Si", "C", "C", "H", "C", "H", "C", "H", "C", "H", "C", "H", "C", "C", "H", "C", "H", "C", "H", "C", "H", "C", "H", "H", "Cl", "N", "C", "C", "C", "C", "C", "N", "C", "C", "C", "C", "C", "N", "H", "H", "H", "H", "H", "H", "H", "H", "H"], "xyz": [[-1.071, -0.001, 0.583], [-1.318, 0.525, -0.713], [-0.955, -0.498, -1.667], [-1.832, 1.454, -0.960], [-0.360, -1.600, -0.922], [-0.516, -1.283, 0.466], [-0.340, -1.990, 1.279], [-1.383, 0.476, 1.515], [-1.309, -0.560, -2.687], [-0.065, -2.549, -1.367], [0.994, 0.160, -1.302], [1.374, 0.787, -3.583], [0.364, 2.325, -4.042], [1.077, 3.441, -4.493], [2.164, 3.390, -4.576], [0.418, 4.627, -4.833], [0.999, 5.490, -5.172], [-0.976, 4.709, -4.732], [-1.492, 5.632, -5.006], [-1.694, 3.609, -4.255], [-2.780, 3.667, -4.154], [-1.024, 2.436, -3.877], [-1.602, 1.615, -3.436], [0.416, -0.724, -4.433], [-1.035, -0.703, -4.849], [-1.640, 0.198, -4.791], [-1.616, -1.893, -5.430], [-2.615, -1.828, -5.878], [-1.101, -3.138, -5.047], [-1.691, -4.051, -5.186], [0.139, -3.189, -4.421], [0.514, -4.158, -4.091], [0.915, -2.069, -4.197], [1.901, -2.204, -3.749], [1.973, -0.610, -2.383], [0.151, -0.868, -6.282], [0.792, -2.147, -7.479], [0.195, -2.251, -8.753], [-0.475, -1.459, -9.104], [0.438, -3.367, -9.563], [-0.058, -3.449, -10.538], [1.312, -4.374, -9.129], [1.479, -5.265, -9.744], [2.005, -4.219, -7.921], [2.713, -4.987, -7.596], [1.793, -3.084, -7.139], [2.382, -2.937, -6.228], [-0.057, 0.808, -7.194], [-1.356, 1.268, -7.432], [-2.217, 0.638, -7.189], [-1.551, 2.543, -7.972], [-2.562, 2.914, -8.127], [-0.458, 3.347, -8.293], [-0.618, 4.350, -8.685], [0.836, 2.869, -8.086], [1.693, 3.503, -8.312], [1.045, 1.590, -7.560], [2.059, 1.214, -7.411], [1.977, 1.379, -2.204], [3.166, 0.745, -4.606], [1.684, 0.606, 1.912], [2.255, -0.561, 1.420], [2.797, -1.460, 2.355], [3.355, -2.653, 1.918], [3.369, -2.892, 0.538], [2.846, -1.957, -0.331], [2.242, -0.808, 0.096], [1.456, 1.827, 1.272], [1.487, 2.967, 2.090], [1.138, 4.203, 1.576], [0.705, 4.243, 0.243], [0.645, 3.078, -0.501], [1.122, 1.886, -0.029], [1.775, 0.701, 2.920], [2.772, -1.167, 3.405], [3.774, -3.375, 2.616], [3.791, -3.797, 0.106], [2.857, -2.112, -1.410], [1.767, 2.816, 3.130], [1.171, 5.101, 2.191], [0.371, 5.165, -0.223], [0.217, 3.064, -1.511]], "atomic_forces_ev_per_a": [[-0.7, 0.4, -0.3], [-0.7, -0.7, 0.0], [-0.9, -0.2, -0.1], [0.2, -0.3, 0.1], [-0.7, 0.5, -0.1], [-0.4, -0.9, -0.1], [0.2, 0.4, -0.2], [0.4, -0.1, -0.3], [0.1, 0.0, 0.1], [-0.1, 0.3, 0.2], [2.6, 0.9, -1.7], [-3.1, -1.0, -2.5], [0.6, 0.0, 0.1], [-0.3, 0.4, -0.1], [-0.3, 0.0, -0.1], [-0.1, 0.0, 0.1], [-0.2, -0.3, 0.1], [0.3, -0.1, 0.0], [0.1, -0.3, 0.1], [0.2, -0.2, 0.2], [0.3, 0.0, 0.0], [-0.2, 0.3, 0.0], [0.2, 0.4, -0.3], [0.5, 0.6, 0.0], [-0.7, 1.3, 1.5], [0.4, -0.1, -0.1], [-0.6, 0.5, -0.9], [0.6, 0.1, 0.1], [0.5, -1.5, 0.9], [0.4, 0.4, -0.1], [-0.9, -1.5, 0.2], [0.0, 0.2, -0.2], [0.5, 0.2, 1.0], [0.0, 0.1, -0.3], [-0.9, -0.2, 0.9], [0.3, 1.5, -2.8], [0.9, -0.5, -0.3], [-0.1, -0.2, 0.3], [0.1, -0.4, 0.2], [0.2, 0.0, 0.0], [0.2, 0.0, 0.4], [0.0, 0.2, 0.1], [-0.1, 0.4, 0.3], [0.0, 0.1, -0.4], [-0.2, 0.3, -0.2], [-0.5, -0.1, 0.1], [-0.3, -0.2, -0.2], [0.0, -1.0, 0.3], [0.2, 0.6, -0.1], [0.2, 0.3, 0.0], [-0.1, -0.2, 0.0], [0.2, -0.1, 0.0], [0.0, -0.2, 0.2], [0.1, -0.2, 0.1], [0.1, -0.1, 0.0], [-0.2, -0.1, 0.0], [-0.3, 0.3, -0.1], [-0.3, 0.2, 0.0], [-0.2, -0.5, 1.3], [0.2, 0.1, 0.3], [0.3, 0.2, 0.0], [0.2, -0.3, -0.6], [0.1, -0.1, -0.1], [-0.4, 0.5, -0.2], [0.1, 0.0, -0.4], [-0.1, 0.2, 0.7], [2.0, -1.0, 1.6], [-0.1, 0.2, -0.2], [-0.1, 0.1, 0.1], [0.0, -0.5, -0.2], [-0.3, 0.0, -0.3], [0.7, 0.0, 0.3], [-0.7, 1.4, 1.6], [0.0, 0.0, -0.4], [0.1, -0.3, -0.2], [-0.1, 0.2, -0.1], [0.0, 0.2, 0.2], [0.0, 0.0, 0.4], [0.0, 0.3, -0.2], [0.0, -0.2, -0.2], [0.0, -0.1, 0.2], [0.4, 0.0, 0.4]], "de_lowest_kj_mol": 0.0, "energy_ev": -76603.6483, "orbital_gap_ha": [0.1506, 0.2392], "e_homo_ev": [-7.27, -10.54], "multiplicity": 5, "charge": 1}

***

{"formula": "C39H36F6O", "method": "wB97M-V/def2-TZVPD", "symbols": ["F", "C", "C", "C", "C", "C", "C", "H", "H", "H", "H", "H", "F", "C", "C", "C", "C", "C", "C", "H", "H", "H", "H", "H", "F", "C", "C", "C", "C", "C", "C", "H", "H", "H", "H", "H", "F", "C", "C", "C", "C", "C", "C", "H", "H", "H", "H", "H", "F", "C", "C", "C", "C", "C", "C", "H", "H", "H", "H", "H", "F", "C", "C", "C", "C", "C", "C", "H", "H", "H", "H", "H", "C", "C", "O", "C", "H", "H", "H", "H", "H", "H"], "xyz": [[27.424, 3.647, -29.744], [26.218, 4.088, -29.549], [25.111, 3.243, -29.725], [23.828, 3.732, -29.508], [23.613, 5.042, -29.175], [24.667, 5.933, -29.051], [26.000, 5.476, -29.249], [25.215, 2.261, -30.162], [22.957, 3.104, -29.620], [22.646, 5.317, -28.780], [24.454, 6.916, -28.657], [26.835, 6.116, -29.003], [28.442, 12.780, -29.633], [28.445, 13.653, -30.666], [29.575, 13.826, -31.414], [29.672, 14.861, -32.350], [28.518, 15.654, -32.503], [27.257, 15.446, -31.792], [27.297, 14.417, -30.798], [30.455, 13.228, -31.232], [30.519, 15.014, -33.003], [28.431, 16.348, -33.326], [26.354, 16.039, -31.795], [26.424, 14.282, -30.176], [31.772, 2.147, -14.477], [32.968, 2.638, -14.914], [33.078, 3.527, -15.987], [34.335, 3.953, -16.407], [35.424, 3.672, -15.731], [35.411, 2.771, -14.641], [34.154, 2.224, -14.323], [32.134, 3.806, -16.431], [34.447, 4.647, -17.227], [36.343, 4.127, -16.070], [36.344, 2.429, -14.219], [34.149, 1.369, -13.663], [27.141, -0.336, -19.794], [26.389, 0.300, -20.654], [26.904, 1.449, -21.230], [26.102, 2.302, -21.971], [24.761, 1.832, -22.273], [24.217, 0.755, -21.692], [25.048, -0.016, -20.842], [27.894, 1.813, -21.000], [26.405, 3.304, -22.237], [24.040, 2.418, -22.823], [23.203, 0.431, -21.874], [24.541, -0.885, -20.449], [33.534, 17.502, -27.946], [33.192, 18.826, -27.745], [34.149, 19.828, -27.674], [33.784, 21.101, -27.210], [32.508, 21.449, -26.910], [31.508, 20.521, -27.067], [31.866, 19.192, -27.505], [35.180, 19.548, -27.831], [34.616, 21.787, -27.263], [32.254, 22.445, -26.580], [30.489, 20.815, -26.864], [31.040, 18.520, -27.687], [41.964, 16.827, -21.539], [40.801, 16.508, -22.208], [40.389, 15.189, -22.459], [39.060, 14.870, -22.712], [38.086, 15.869, -22.740], [38.462, 17.185, -22.604], [39.865, 17.488, -22.313], [41.113, 14.446, -22.159], [38.714, 13.860, -22.878], [37.059, 15.603, -22.940], [37.735, 17.982, -22.635], [40.150, 18.495, -22.049], [32.793, 6.163, -25.397], [33.699, 7.226, -25.006], [34.283, 7.165, -23.975], [33.858, 8.501, -25.912], [33.038, 5.677, -26.342], [31.786, 6.579, -25.433], [32.767, 5.368, -24.652], [34.758, 8.343, -26.507], [33.924, 9.487, -25.452], [33.148, 8.655, -26.724]], "atomic_forces_ev_per_a": [[1.7, -0.6, -0.2], [-3.2, 2.3, 0.1], [0.4, 0.4, -0.5], [0.2, -0.4, -0.3], [0.0, 0.6, 1.0], [1.4, -1.0, 0.1], [-1.0, -1.3, 0.4], [0.3, -0.2, 0.3], [0.1, -0.3, 0.0], [-0.3, 0.3, -0.5], [0.3, 0.2, -0.2], [0.1, 0.0, -0.3], [0.3, -0.4, -0.2], [-0.9, 0.5, 0.8], [1.4, 0.3, -0.4], [-2.6, 0.2, 0.4], [-2.2, -0.2, -0.2], [3.3, -1.9, 1.4], [-0.2, 1.5, -1.7], [-0.1, -0.3, 0.2], [0.1, 0.0, 0.2], [0.5, 0.4, 0.0], [0.2, 0.3, -0.7], [0.1, -0.3, 0.2], [0.9, 0.4, -0.5], [1.1, 0.6, -0.8], [-1.4, -1.0, 0.8], [-3.1, 1.5, -1.4], [3.4, -1.3, 2.3], [-1.6, 0.3, -1.5], [1.1, -0.7, 0.8], [0.1, 0.3, -0.4], [-0.4, 0.0, -0.2], [0.3, -0.1, 0.1], [-0.2, -0.1, 0.3], [-0.3, 0.1, 0.5], [0.8, -1.2, 0.8], [-2.1, 1.1, -0.8], [0.1, 1.5, -0.3], [-2.2, -1.8, -0.2], [1.0, 2.9, -0.3], [1.5, -1.9, 1.2], [-0.5, -0.5, -0.5], [0.2, -0.4, 0.2], [0.2, -0.2, -0.3], [0.4, 0.5, -0.4], [0.0, 0.1, 0.0], [0.6, -0.2, 0.6], [-0.4, 1.6, -0.2], [-0.7, 0.3, 0.6], [-0.2, -0.7, 0.7], [2.2, -0.9, -1.5], [-0.9, 0.6, 0.3], [0.9, -2.1, -0.8], [-1.0, 1.1, 0.3], [0.1, 0.2, -0.1], [-0.2, 0.5, 0.5], [0.1, 0.1, 0.0], [-0.1, -0.4, -0.1], [0.2, -0.4, 0.2], [-0.6, -0.7, -1.2], [-1.1, -0.5, 1.0], [0.9, -0.1, 1.1], [0.2, 0.5, -0.1], [0.3, 0.1, -0.6], [2.5, 0.3, 0.6], [-2.5, 0.8, -0.4], [0.0, -0.5, -0.5], [0.4, -0.2, 0.2], [-0.1, 0.0, 0.1], [0.1, 0.1, 0.0], [-0.1, 0.2, -0.1], [-1.3, -1.5, -0.5], [0.0, 2.5, -1.1], [1.3, 0.1, 1.7], [0.0, -0.6, -0.9], [-0.1, 0.4, -0.3], [-0.1, 0.0, -0.4], [0.2, 0.2, 0.1], [0.5, 0.0, 0.3], [0.2, -0.5, 0.7], [-0.7, -0.6, 0.2]], "de_lowest_kj_mol": 284.4, "energy_ev": -59375.5693, "orbital_gap_ha": 0.3588, "e_homo_ev": -9.13, "smiles": "Fc1ccccc1.Fc1ccccc1.Fc1ccccc1.Fc1ccccc1.Fc1ccccc1.Fc1ccccc1.CC(C)=O"}

***

{"formula": "C39H36N8O4RuS3Te", "method": "wB97M-V/def2-TZVPD", "symbols": ["Ru", "N", "C", "C", "C", "C", "C", "C", "S", "O", "O", "N", "C", "N", "C", "C", "C", "N", "H", "H", "H", "H", "H", "H", "H", "H", "H", "O", "S", "O", "N", "C", "C", "C", "C", "C", "C", "C", "C", "N", "C", "C", "C", "C", "C", "C", "C", "H", "H", "H", "H", "H", "H", "H", "H", "H", "H", "H", "C", "C", "C", "C", "N", "C", "S", "N", "C", "H", "H", "H", "H", "H", "H", "H", "H", "C", "Te", "C", "C", "C", "C", "C", "C", "C", "H", "H", "H", "H", "H", "H", "H", "H"], "xyz": [[-0.065, 1.483, 0.046], [4.977, -5.280, -0.018], [4.167, -4.298, -0.495], [2.769, -4.434, -0.456], [1.953, -3.433, -0.940], [2.517, -2.277, -1.469], [3.903, -2.124, -1.523], [4.718, -3.121, -1.038], [1.513, -0.947, -1.990], [0.138, -1.334, -1.787], [1.887, -0.448, -3.279], [1.884, 0.185, -0.833], [2.475, 1.405, -0.909], [1.810, 2.325, -0.174], [2.351, 3.537, -0.023], [3.542, 3.853, -0.636], [4.124, 2.865, -1.424], [3.608, 1.643, -1.554], [4.601, -6.169, 0.255], [5.972, -5.212, -0.128], [2.334, -5.343, -0.057], [0.878, -3.561, -0.957], [4.327, -1.221, -1.952], [5.796, -3.013, -1.089], [1.806, 4.238, 0.595], [3.994, 4.827, -0.513], [5.041, 3.050, -1.975], [-3.720, 0.959, 1.715], [-2.684, 0.045, 1.308], [-1.638, -0.248, 2.272], [-1.911, 0.657, -0.022], [-2.486, 0.554, -1.313], [-3.723, 0.050, -1.660], [-4.090, -0.115, -3.010], [-3.265, 0.266, -4.024], [-2.039, 0.886, -3.713], [-1.164, 1.399, -4.693], [0.001, 2.009, -4.321], [0.316, 2.093, -2.966], [-0.479, 1.628, -2.018], [-1.660, 1.023, -2.363], [-3.380, -1.525, 0.920], [-4.679, -1.789, 1.322], [-5.172, -3.075, 1.154], [-4.371, -4.058, 0.590], [-3.073, -3.769, 0.181], [-2.560, -2.496, 0.355], [-4.428, -0.229, -0.898], [-5.053, -0.556, -3.236], [-3.545, 0.124, -5.059], [-1.431, 1.310, -5.739], [0.688, 2.417, -5.049], [1.243, 2.556, -2.654], [-5.279, -1.001, 1.763], [-6.181, -3.306, 1.467], [-4.761, -5.061, 0.467], [-2.463, -4.538, -0.275], [-1.557, -2.246, 0.029], [-4.638, 5.119, 1.839], [-3.359, 4.687, 1.213], [-2.952, 5.030, -0.050], [-1.767, 4.488, -0.558], [-1.018, 3.671, 0.195], [-1.381, 3.398, 1.452], [-0.327, 2.458, 2.380], [-2.545, 3.882, 1.936], [-1.298, 4.817, -1.932], [-4.978, 6.059, 1.412], [-4.540, 5.228, 2.919], [-5.404, 4.362, 1.647], [-3.547, 5.701, -0.654], [-2.837, 3.559, 2.852], [-1.416, 5.885, -2.122], [-1.903, 4.285, -2.671], [-0.257, 4.538, -2.059], [0.655, -1.581, 3.366], [0.829, -0.763, 1.375], [2.881, -0.596, 1.956], [3.076, -1.781, 2.855], [4.315, -2.393, 2.996], [4.445, -3.512, 3.804], [3.335, -4.033, 4.457], [2.096, -3.428, 4.314], [1.964, -2.287, 3.532], [-0.218, -2.223, 3.442], [0.523, -0.740, 4.051], [3.018, 0.357, 2.472], [3.520, -0.618, 1.077], [5.179, -1.996, 2.475], [5.413, -3.984, 3.918], [3.436, -4.915, 5.077], [1.230, -3.829, 4.830]], "atomic_forces_ev_per_a": [[2.0, 0.2, 0.1], [-0.1, 0.2, 0.1], [0.0, 0.0, 0.0], [0.0, 0.0, 0.0], [0.0, 0.0, -0.1], [0.2, 0.2, -0.1], [-0.1, 0.0, 0.0], [0.1, 0.0, 0.0], [0.3, -0.6, -0.7], [0.2, 0.3, 0.3], [0.2, 0.2, 0.1], [-2.5, 1.0, 0.8], [0.8, 0.1, -0.1], [0.3, 0.2, -0.2], [-0.1, 0.0, 0.1], [0.0, 0.1, 0.0], [-0.1, -0.3, -0.1], [0.1, 0.0, -0.1], [0.0, 0.0, 0.0], [0.0, 0.0, 0.0], [0.0, 0.0, 0.0], [0.0, 0.0, 0.1], [0.0, -0.1, 0.0], [0.0, 0.0, 0.0], [0.0, 0.0, 0.0], [0.0, -0.1, 0.0], [0.0, 0.0, 0.1], [-0.1, 0.0, 0.0], [0.2, 0.1, -0.6], [0.0, 0.1, 0.0], [-0.9, -0.6, 0.1], [0.0, 0.0, 0.3], [0.2, 0.2, 0.1], [-0.1, 0.0, 0.1], [-0.1, 0.0, -0.1], [0.1, 0.1, 0.0], [0.0, 0.0, 0.0], [0.0, 0.1, -0.1], [0.0, 0.0, 0.2], [0.1, -0.5, 0.4], [0.0, 0.1, 0.1], [0.0, 0.1, 0.0], [0.0, 0.1, 0.0], [0.0, 0.0, 0.0], [0.0, 0.0, 0.0], [0.0, 0.0, 0.0], [-0.1, 0.1, -0.1], [-0.1, -0.1, 0.1], [0.0, 0.0, 0.0], [0.0, 0.0, 0.0], [0.0, 0.0, 0.0], [0.0, -0.1, 0.0], [0.0, 0.0, 0.0], [0.0, -0.1, 0.0], [0.0, 0.0, 0.0], [0.0, 0.0, 0.0], [0.0, 0.0, 0.0], [0.0, 0.0, 0.0], [0.0, -0.1, 0.0], [-0.1, 0.0, 0.2], [0.2, 0.1, -0.2], [-0.2, -0.1, 0.0], [-0.1, -0.7, -0.2], [0.0, 0.4, 0.1], [0.3, -0.7, -0.5], [-0.1, 0.0, 0.0], [0.0, 0.0, 0.0], [0.0, 0.0, 0.0], [0.0, 0.0, 0.0], [0.0, 0.0, 0.0], [0.0, 0.0, 0.1], [0.0, 0.0, 0.0], [0.0, 0.0, 0.0], [0.0, 0.0, 0.0], [0.0, 0.0, 0.0], [-0.2, 0.9, 0.4], [-0.2, -0.9, -0.1], [0.1, 0.5, 0.0], [-0.1, 0.0, 0.0], [0.1, -0.1, -0.1], [0.0, 0.0, 0.0], [-0.1, 0.0, 0.0], [0.0, -0.1, 0.1], [0.0, 0.0, -0.2], [-0.1, 0.0, -0.2], [0.0, -0.1, 0.1], [0.0, 0.0, 0.0], [-0.1, 0.0, -0.1], [-0.1, 0.0, 0.0], [0.0, 0.0, 0.0], [0.0, 0.0, 0.0], [0.1, 0.0, 0.0]], "de_lowest_kj_mol": 0.0, "energy_ev": -103505.9609, "orbital_gap_ha": [0.1804, 0.1921], "e_homo_ev": [-12.26, -12.27], "charge": 2}